(1)
Computed, not measured: a 11-piece molecular cluster, C26H70F6N2O13S2 overall, with ωB97M-V/def2-TZVPD.

Structure (XYZ):
```
119
Properties=species:S:1:pos:R:3:forces:R:3
H 5.1681 -1.0394 11.3176 0.0 0.2 0.1
H -7.9514 7.6951 -0.4988 0.6 -0.6 0.5
H 5.8854 -6.2841 -0.7540 -0.2 -0.9 -0.6
H -1.4678 1.3135 13.3341 -0.4 -0.1 -0.1
N -1.9414 0.7643 -0.9307 2.8 -0.3 1.2
C 5.7251 -1.6115 9.5826 -2.6 -2.0 1.9
N -2.8858 5.0443 0.6241 0.4 -1.1 -0.8
C 2.2390 6.3650 -7.2718 -0.1 0.5 0.9
C 1.5601 6.5877 -8.6270 1.5 0.1 0.6
O 5.3946 -0.5735 10.5094 1.1 1.1 -0.3
H 6.9037 -0.5467 8.3063 0.0 0.2 -0.7
H -8.4775 5.2554 2.2457 0.5 -0.2 0.1
C 5.9999 -1.1517 8.2339 1.5 1.0 -1.3
H 1.0167 4.9596 -6.6262 0.1 0.0 -0.1
H -1.4493 0.1190 12.0171 -0.3 0.1 -0.3
H 4.0358 -2.4210 10.5785 -0.2 -0.1 0.0
H 4.6859 -6.2645 0.5081 -0.3 -0.9 0.0
F -0.0159 0.4954 2.0524 0.1 -0.5 -1.2
O 1.2112 5.8833 -6.4514 -0.9 -0.3 1.6
H 6.1358 -1.9562 7.5111 0.4 -0.3 0.4
O -2.8791 2.4592 11.1923 -1.5 0.1 0.1
H -1.2210 -3.1866 -8.3565 -0.2 -0.1 -0.6
C -0.3531 -3.8011 -8.5954 0.9 -0.4 1.8
H -1.2481 3.1189 12.1070 0.2 0.7 -0.7
H -5.6651 -5.2810 -0.2780 -0.4 -0.9 -0.2
H 4.2880 -3.3690 9.1652 0.6 0.0 -0.4
H -3.3380 0.9556 2.4342 0.3 -0.2 -0.2
H -2.6723 -8.1142 1.3692 0.0 0.1 -0.5
S -2.2780 0.0323 -2.2892 0.1 -2.3 -3.0
H 7.9392 0.0634 -1.2033 -0.7 -0.1 -0.1
O -3.9897 0.9679 3.1352 -0.1 0.4 0.1
H -9.8247 6.4919 1.7039 -0.7 0.7 -0.4
C -9.6501 5.2709 -0.0256 -0.9 -0.8 -1.9
O -8.0684 5.6988 1.4989 2.5 0.1 1.4
H 0.6414 7.1231 -8.3872 -0.1 -0.2 -0.3
H 3.4958 -8.7821 -1.8588 -0.2 0.0 -0.1
H 3.0516 5.6432 -7.1896 0.2 -0.2 -0.9
H 7.7874 3.6138 -2.4892 0.7 0.3 -0.5
C -0.8065 2.2912 9.9943 0.2 0.6 1.9
H -0.2436 -4.4739 -7.7448 0.1 0.0 0.3
C 3.7467 -6.8950 -1.4541 2.6 0.8 0.3
C 2.8154 7.6433 -6.6367 -0.3 0.1 -1.2
F 0.8593 -1.2788 1.0662 -0.5 1.0 -0.2
H -0.0495 1.0702 12.4143 0.2 0.1 -0.2
H 0.5196 -3.0617 -10.8915 0.4 -0.2 -0.3
O 3.9747 -8.2359 -1.2312 -0.2 -2.3 1.1
F -4.4020 1.7187 -2.4938 -0.2 0.1 -0.9
S -0.2386 0.4280 -0.7111 -1.5 -0.6 -1.5
H 2.7559 -6.5811 -1.1256 -0.1 0.1 -0.1
H -2.9523 5.5272 -0.2605 -0.4 0.6 -0.3
H 3.6267 7.8984 -7.3185 0.4 0.3 0.3
O -2.1711 -1.4434 -2.2018 -1.1 2.5 -0.3
H -3.6323 -6.7858 -0.6015 0.2 0.5 0.0
H 8.4412 1.5549 -0.6273 0.7 0.8 -0.9
H 4.7165 -7.3553 -3.3951 0.3 0.2 0.5
O -5.0985 -7.9924 0.0764 0.4 -0.5 0.7
H 4.1480 -5.6406 -3.1883 0.5 0.0 0.0
H -9.1062 5.1480 -0.9622 0.2 0.9 -0.3
C 7.7290 1.1252 -1.3317 -1.0 -0.1 1.1
H -1.4289 1.6485 9.3718 0.6 -0.5 -0.1
H -0.6715 3.2241 9.4470 -0.7 0.4 0.4
C -0.3581 -3.7040 -10.9644 -0.3 0.8 -0.9
C -0.1812 -0.4246 1.0482 -0.2 -0.7 1.4
H 0.5191 -3.1473 -8.5934 0.1 0.1 0.0
H 6.9055 0.9022 -3.3346 -0.1 -0.7 0.5
H -10.7035 5.3288 -0.2993 -0.1 0.2 0.1
H -8.4808 8.2605 1.1734 0.4 0.6 -0.5
C -4.2163 -6.8722 0.3148 0.0 -1.1 -0.3
C 4.8151 -6.1874 -0.5715 -0.5 1.7 0.4
H 2.1983 7.2116 -9.2528 -0.1 -0.2 -0.4
H 6.7941 1.4871 -0.9036 -0.4 -0.9 0.4
H -2.6172 4.1063 0.3633 0.6 -0.9 -0.3
C -1.1339 1.1189 12.3149 0.2 0.0 -0.1
H -1.1714 -2.9967 -10.8021 -0.3 -0.1 -0.4
H -0.4209 -4.1910 -11.9375 0.0 0.2 0.0
O 8.8494 1.1805 -3.4050 1.4 -0.4 -1.1
C 3.9901 -6.6880 -2.9312 -1.4 1.1 -0.8
C -3.1999 -7.1657 1.4689 -1.1 0.2 -0.4
H -9.4503 4.2554 0.3165 -0.4 0.2 1.0
C -5.0770 -5.6656 0.5552 0.8 1.4 0.2
H 3.1763 7.5739 -5.6105 -0.1 -0.4 -0.2
H -4.4189 -4.8029 0.6584 0.3 0.1 0.6
H 1.5058 -5.3032 -9.5155 -0.2 0.4 0.1
C -4.1688 0.3997 -2.5091 2.6 -0.3 -0.9
C -0.3718 -4.6475 -9.8266 -0.4 0.4 0.3
H 1.4044 5.5935 -9.0459 -0.3 0.3 -0.4
H -2.1175 5.4169 1.1634 -0.1 0.4 0.7
H 0.2336 2.0180 10.1724 -0.1 -0.9 -0.4
C -8.7154 7.6843 0.2785 -0.5 0.1 0.2
O 0.2543 -0.6044 -1.6251 -0.3 1.7 2.0
H 2.1091 8.4703 -6.7095 -0.2 0.0 0.1
H 3.7445 -1.6838 9.0056 -0.4 -0.2 0.1
H -2.4973 -6.3328 1.4963 0.1 -0.1 0.0
H -9.5056 8.1822 -0.2835 -0.6 -0.1 0.5
H -5.4907 -7.9044 -0.7953 0.1 0.2 0.0
F -1.2629 -1.1710 1.4502 0.8 1.1 -1.2
H -3.6858 -7.2221 2.4429 -0.3 0.2 0.0
H 3.0480 -6.8903 -3.4408 -0.2 -0.3 -0.2
C 4.4030 -2.3573 9.5542 -1.0 -0.5 0.2
H 6.9651 3.2163 -4.0851 0.7 -0.3 -0.1
F -4.6411 -0.2376 -3.6008 0.5 1.2 0.1
H 6.2601 3.0336 -2.5429 -0.5 -0.2 0.0
C 7.2046 2.8991 -3.0701 -1.0 0.8 1.7
H -5.6794 -5.7762 1.4569 -0.1 0.0 -0.1
O 0.6816 -5.5850 -9.9191 -0.1 -0.7 0.0
H -4.4517 0.1341 3.0480 -0.1 -0.2 0.0
H 6.4444 -2.2634 10.0783 0.7 0.1 -0.6
C 7.6456 1.4823 -2.7834 0.1 0.7 -1.0
C -1.5274 2.3223 11.4174 1.8 -0.5 -0.6
H 4.7028 -5.1049 -0.6321 -0.3 0.3 -0.6
O 0.4675 1.6866 -0.6299 -0.4 -0.8 0.8
H -3.7735 4.8744 1.0750 -0.5 0.8 0.6
C -9.1280 6.3515 0.8775 -1.0 -1.0 -0.7
H 5.1849 -0.6043 7.7603 -0.1 0.5 0.6
O -1.6504 0.6803 -3.4476 -1.0 -0.6 1.1
F -4.7675 -0.1056 -1.5092 -1.7 -1.2 2.6
H -3.0930 1.9609 10.4002 -0.2 -0.1 0.0
H -1.3109 -5.1979 -9.7696 0.1 -0.4 -0.4
H 9.4410 1.9331 -3.3322 0.1 0.0 0.1
```
Forces are in eV/Å.

Multiplicity: 1
Frontier orbital gap (eV): 6.7


(2)
Computed, not measured: C6H6F4 in the gas phase, with ωB97M-V/def2-TZVPD.

Structure (XYZ):
```
16
Properties=species:S:1:pos:R:3:forces:R:3
H -1.9921 1.7846 0.3504 0.0 -1.7 0.7
H 1.8750 0.5425 -1.0592 0.8 0.8 -0.3
H 2.6871 -0.5914 0.2932 -0.4 1.5 -1.1
C -0.5445 0.3361 -0.1682 2.9 -3.8 2.9
C 0.7714 -1.4602 1.4669 -0.2 -1.0 1.2
F 3.0388 -2.1809 2.0005 0.8 -0.3 -0.1
C -1.8218 0.6635 0.5830 -1.5 1.8 -5.4
F -0.3554 0.9346 -1.3710 -0.3 -0.1 0.8
F -0.4236 -1.7625 2.0734 -0.2 0.3 -0.3
F 1.3464 -2.9801 3.1650 0.7 0.0 -0.5
H -1.8012 0.4603 1.5532 1.0 -0.4 4.3
H -2.8035 0.1172 0.3313 1.6 0.6 -0.7
C 0.5709 -0.4827 0.2915 -0.5 1.4 -1.2
C 1.7530 -2.2696 2.1227 -3.7 3.4 -1.9
C 1.9033 -0.3525 -0.4951 -0.8 -1.7 2.9
H 2.0279 -1.2227 -1.0826 -0.1 -0.8 -1.3
```
Forces are in eV/Å.

Multiplicity: 1
Frontier orbital gap (eV): 8.8


(3)
Computed, not measured: C5H12O as an isolated structure, with ωB97M-V/def2-TZVPD.

Structure (XYZ):
```
18
Properties=species:S:1:pos:R:3:forces:R:3
C 2.6215 -0.3389 0.6621 0.1 0.0 0.1
C -2.5866 0.1424 0.1932 0.0 0.1 0.1
H 1.6190 -1.8878 -0.4582 0.0 0.1 0.0
H -2.6433 -0.9566 0.2797 0.0 0.1 -0.1
C -1.7246 0.5558 -0.9563 -0.2 -0.1 0.0
H 3.6119 -0.7618 0.4660 -0.1 0.1 0.0
H -0.1040 1.5887 0.3574 -0.1 0.0 0.0
H -0.7796 1.8372 -0.0358 0.1 0.0 0.0
H -3.5984 0.5255 0.0403 0.1 -0.1 0.0
H 2.3119 -0.6648 1.6618 0.0 0.0 -0.1
C 1.6115 -0.7884 -0.3949 0.0 0.0 -0.1
H -2.2224 0.5222 1.1556 0.0 -0.1 -0.1
H -0.2500 -0.5792 0.8466 0.1 0.1 -0.1
H -2.1720 0.7671 -1.9217 0.1 0.0 0.1
O -0.5314 -0.0052 -1.1056 0.1 0.0 0.0
H 2.7046 0.7523 0.6783 0.0 -0.2 0.0
H 1.8964 -0.4144 -1.3844 0.0 0.0 0.1
C 0.2355 -0.2943 -0.0840 -0.1 -0.2 0.1
```
Forces are in eV/Å.

Multiplicity: 1
Frontier orbital gap (eV): 8.5


HOMO energy list, top to bottom, in eV: -8.82 -8.32 -7.33
M list, top to bottom, in g mol⁻¹: 796.97 154.11 88.15